Entry 1:
This record from the OMol25 dataset describes 8 unconnected molecules or ions with the total composition C42H50N9O4S in a non-equilibrium geometry. The level of theory is ωB97M-V with the def2-TZVPD basis set.

Each line ends with the Löwdin charge.
Cartesian coordinates (Å):
C 1.14046 -2.09932 -2.28390  -0.09
O 2.05949 -1.46975 -3.15948  -0.16
C 2.89541 -0.63098 -2.42129  -0.28
C 3.99589 -0.05752 -3.30506  -0.16
C 5.20795 0.40093 -2.51564  -0.16
C 4.88336 1.55665 -1.54612  -0.10
N 4.52720 1.05405 -0.16704  -0.14
N 3.15440 1.15564 0.19543  0.15
C 2.72568 2.31221 0.41986  -0.21
O 2.20606 3.32488 0.38124  0.30
S 5.63438 1.72588 1.11560  0.67
C 7.20689 0.88098 0.88570  -0.06
O 5.80360 3.10604 0.88549  -0.23
O 5.07791 1.32847 2.34480  -0.22
H 1.67308 -2.83320 -1.67771  0.09
H 0.65914 -1.38842 -1.61068  0.09
H 0.36054 -2.60786 -2.83429  0.08
H 3.35252 -1.21734 -1.60461  0.12
H 2.30505 0.19666 -2.02788  0.11
H 4.26246 -0.75937 -4.08655  0.13
H 3.57319 0.80619 -3.81176  0.10
H 5.87968 0.83722 -3.24286  0.13
H 5.67622 -0.43380 -1.99675  0.12
H 5.74669 2.20547 -1.49508  0.12
H 4.08155 2.13525 -1.98939  0.15
H 4.73222 0.04960 -0.17272  0.15
H 7.85724 1.54657 0.33394  0.08
H 7.08416 -0.02764 0.30415  0.07
H 7.64224 0.69080 1.85529  0.09
N 3.93828 2.48004 -6.09885  0.04
C 3.32433 1.51431 -6.78855  -0.16
C 3.29872 1.45134 -8.17160  -0.06
C 3.94347 2.44659 -8.88636  -0.07
C 4.58539 3.45778 -8.19257  -0.07
C 4.55413 3.42700 -6.80787  -0.16
H 2.82913 0.75649 -6.19042  0.10
H 2.78630 0.64318 -8.67446  0.11
H 3.94543 2.43409 -9.96851  0.11
H 5.09942 4.25414 -8.71222  0.11
H 5.04562 4.19927 -6.22640  0.10
N -2.36554 -3.95661 -3.20290  0.04
C -3.49883 -3.42558 -2.74259  -0.16
C -4.23419 -3.95760 -1.69539  -0.08
C -3.76859 -5.11189 -1.09061  -0.08
C -2.59373 -5.68543 -1.55074  -0.08
C -1.93251 -5.07007 -2.60378  -0.17
H -3.82833 -2.52402 -3.24764  0.10
H -5.14260 -3.47977 -1.36171  0.08
H -4.31473 -5.55961 -0.26950  0.11
H -2.19604 -6.58731 -1.10512  0.09
H -1.00733 -5.48013 -2.99501  0.09
N 2.17343 7.25084 2.06504  0.07
C 2.83460 6.10135 1.93965  -0.16
C 4.15752 5.92879 2.31625  -0.07
C 4.83462 7.01414 2.85039  -0.07
C 4.16463 8.21720 2.98641  -0.08
C 2.83875 8.28156 2.58131  -0.16
H 2.26368 5.28594 1.51506  0.07
H 4.64494 4.97224 2.19524  0.07
H 5.86917 6.92237 3.15641  0.11
H 4.65589 9.08813 3.39777  0.10
H 2.27292 9.20175 2.67351  0.11
N -5.54288 -2.20656 0.83866  0.05
C -6.85107 -2.10366 1.07598  -0.14
C -7.39811 -1.99325 2.34494  -0.07
C -6.53915 -1.99361 3.43088  -0.08
C -5.17614 -2.10150 3.20578  -0.08
C -4.73328 -2.20328 1.89650  -0.16
H -7.48782 -2.11094 0.19801  0.11
H -8.46890 -1.91139 2.47602  0.09
H -6.92617 -1.91119 4.43864  0.11
H -4.47165 -2.10672 4.02634  0.10
H -3.67455 -2.28742 1.67283  0.10
N 0.86795 10.36384 7.46354  0.06
C 2.09161 10.29908 6.94321  -0.15
C 2.55256 9.22921 6.19089  -0.08
C 1.69453 8.16498 5.96996  -0.09
C 0.41867 8.21248 6.50487  -0.07
C 0.05690 9.33196 7.23953  -0.15
H 2.72957 11.15283 7.14444  0.10
H 3.55715 9.23117 5.79063  0.09
H 2.01580 7.30936 5.38814  0.10
H -0.28177 7.40226 6.35643  0.10
H -0.93305 9.41450 7.67436  0.10
N -10.94056 -3.22575 1.95256  0.05
C -12.07288 -2.68929 2.40613  -0.16
C -12.81843 -3.22234 3.44629  -0.07
C -12.36617 -4.38254 4.04999  -0.08
C -11.19282 -4.95883 3.59317  -0.07
C -10.52081 -4.34344 2.54899  -0.16
H -12.39296 -1.78385 1.90238  0.10
H -13.72946 -2.73988 3.77214  0.10
H -12.91989 -4.83186 4.86447  0.11
H -10.80547 -5.86591 4.03632  0.10
H -9.59613 -4.75802 2.16193  0.10
N 0.54069 -7.64015 -1.66787  0.05
C 1.61879 -8.12785 -1.05645  -0.16
C 2.08192 -9.42406 -1.21996  -0.07
C 1.38421 -10.26778 -2.06612  -0.08
C 0.25920 -9.78393 -2.71194  -0.07
C -0.11828 -8.47082 -2.48197  -0.16
H 2.13427 -7.43477 -0.40012  0.10
H 2.96590 -9.76173 -0.69677  0.10
H 1.71197 -11.28780 -2.22043  0.11
H -0.31457 -10.41030 -3.38072  0.10
H -0.99138 -8.05003 -2.96952  0.10

- energy relative to the best compared isomer or geometry (same formula, charge and spin) (kJ/mol) = 30.0
- charge = +1
- orbital gap (hartree) = 0.2515
- HOMO energy (eV) = -10.6

Entry 2:
This record from the OMol25 dataset describes a molecular structure, C42H51BBr2Cl2CrN7O2S3 in a non-equilibrium geometry. The level of theory is ωB97M-V with the def2-TZVPD basis set.

Each line ends with the Löwdin charge.
Cartesian coordinates (Å):
Cr 1.49828 2.51021 -1.11097  0.20
C -3.59610 2.89385 -0.22186  -0.03
C -2.71274 1.69608 -0.09401  -0.22
C -2.99523 0.64774 0.73368  0.10
C -2.06092 -0.40626 0.90155  -0.16
N -0.95813 -0.45043 0.19504  0.22
N -0.69958 0.52896 -0.65535  0.01
B 0.56044 0.50835 -1.51493  -0.54
N 1.56700 -0.61362 -1.18413  0.03
N 1.07741 -1.85111 -1.28519  0.20
C 1.86906 -2.87200 -1.10372  -0.17
C 3.25797 -2.68142 -0.88208  0.10
C 3.77386 -1.42568 -0.77650  -0.23
C 5.22454 -1.14913 -0.56709  -0.04
C 2.85313 -0.34883 -0.88773  -0.53
S 3.40043 1.24998 -0.64470  0.79
C 1.29700 -4.27717 -1.11169  -0.54
C 1.44818 -4.82177 0.32018  -0.01
C 2.09242 -5.15321 -2.09171  -0.03
C -0.17064 -4.27585 -1.53572  -0.05
N 0.13365 0.41629 -3.01129  -0.02
N -0.82272 -0.46010 -3.29778  0.21
C -1.25680 -0.54685 -4.52864  -0.17
C -0.73616 0.29639 -5.54339  0.10
C 0.24372 1.20463 -5.25533  -0.21
C 0.80050 2.17612 -6.24122  -0.03
C 0.68756 1.23316 -3.91065  -0.56
S 1.90683 2.31637 -3.37783  0.78
C -2.32971 -1.56687 -4.85376  -0.55
C -3.53644 -0.85148 -5.48055  -0.03
C -2.77474 -2.30725 -3.59330  -0.04
C -1.73330 -2.56482 -5.86154  -0.02
C -1.47376 1.63109 -0.77666  -0.52
S -0.85803 2.94562 -1.67615  0.94
C -2.31319 -1.46725 1.95298  -0.53
C -2.53838 -0.74650 3.29764  -0.02
C -1.11376 -2.40527 2.06761  -0.04
C -3.56214 -2.27291 1.56751  -0.02
H -4.39927 2.86567 0.50994  0.10
H -3.01916 3.80963 -0.08569  0.08
H -4.03705 2.93959 -1.22017  0.10
H -3.91283 0.64643 1.30634  0.14
H 3.91627 -3.53557 -0.80742  0.14
H 5.78584 -2.07195 -0.44675  0.10
H 5.62851 -0.59648 -1.41818  0.10
H 5.37333 -0.52126 0.31368  0.09
H 2.49458 -4.84295 0.62988  0.09
H 0.89181 -4.20716 1.02939  0.07
H 1.06606 -5.84135 0.37042  0.10
H 3.12676 -5.29624 -1.77843  0.08
H 1.63263 -6.13899 -2.15498  0.10
H 2.08989 -4.71336 -3.09078  0.10
H -0.73296 -3.50515 -1.01357  0.06
H -0.24311 -4.07855 -2.60541  0.07
H -0.61778 -5.24905 -1.33597  0.10
H -1.13420 0.23439 -6.54698  0.14
H 0.39998 1.99795 -7.23577  0.10
H 0.54714 3.19428 -5.93623  0.10
H 1.88933 2.11521 -6.27458  0.09
H -3.92794 -0.08538 -4.80875  0.09
H -3.28970 -0.38261 -6.43374  0.08
H -4.32640 -1.57854 -5.66534  0.10
H -3.23384 -1.61898 -2.88183  0.08
H -3.50207 -3.07425 -3.85657  0.10
H -1.92491 -2.78099 -3.10805  0.05
H -1.44862 -2.07642 -6.79439  0.09
H -0.85294 -3.05684 -5.44348  0.09
H -2.47031 -3.33117 -6.09964  0.10
H -1.77993 0.02361 3.46116  0.08
H -3.52099 -0.27548 3.35026  0.09
H -2.46860 -1.46614 4.11241  0.10
H -0.19410 -1.84238 2.21519  0.06
H -1.25137 -3.08342 2.90952  0.10
H -1.01441 -2.99544 1.15978  0.06
H -4.44205 -1.63681 1.45653  0.09
H -3.40412 -2.80848 0.62935  0.09
H -3.77227 -3.00809 2.34396  0.10
Br 3.69264 4.42814 -1.55488  0.73
C 2.79531 6.15221 -1.43301  -0.94
Br 1.09387 6.13626 -2.31801  0.68
H 3.43251 6.86644 -1.93831  0.02
H 2.66262 6.37936 -0.38347  0.02
Cl -1.33827 1.68611 6.35529  0.76
C -0.19037 0.43571 6.03159  -0.60
C -0.21716 -0.69333 6.83447  -0.10
C 0.58213 -1.78161 6.53879  -0.07
C 1.38925 -1.76158 5.41545  -0.10
C 1.41720 -0.63343 4.61914  -0.59
Cl 2.44526 -0.61290 3.22191  0.71
C 0.66244 0.51599 4.91192  -0.31
N 0.70554 1.61555 4.05279  0.07
C 0.86736 2.95070 4.42826  -0.22
C 1.40541 3.25932 5.68323  -0.04
C 1.59471 4.56621 6.08100  -0.06
C 1.28512 5.60954 5.22446  -0.07
C 0.77126 5.32401 3.97398  -0.04
C 0.54086 4.01684 3.55698  -0.14
C -0.17094 3.84119 2.22543  -0.02
C 0.65406 3.30122 1.08345  -0.57
O 1.13091 4.06764 0.19999  -0.14
O 0.83715 2.06014 0.90118  -0.07
H -0.89163 -0.71717 7.67924  0.11
H 0.55687 -2.65802 7.17112  0.12
H 1.99251 -2.62005 5.15330  0.11
H 0.82720 1.39609 3.07957  0.08
H 1.70201 2.44934 6.33542  0.12
H 1.99165 4.77337 7.06558  0.12
H 1.42918 6.63552 5.53288  0.11
H 0.52611 6.13895 3.30314  0.12
H -0.51485 4.82240 1.90258  0.13
H -1.03865 3.18346 2.34970  0.14

- expectation value of S² = 3.908
- energy relative to the best compared isomer or geometry (same formula, charge and spin) (kJ/mol) = 162.4
- charge = +2
- multiplicity = 4
- orbital gap (alpha / beta) (hartree) = 0.1514 / 0.1153
- HOMO energy (alpha / beta) (eV) = -11.7 / -11.7